This record from OMol25 describes C8H22CrFN2O2 as an isolated structure. The level of theory is ωB97M-V/def2-TZVPD.

Maximum force (eV Å⁻¹): 4.22
Energy relative to the best compared isomer or geometry (same formula, charge and spin) (kJ/mol): 173.4
Expectation value of S²: 6.011
Total charge: +1
LUMO (alpha / beta) (eV): -2.9 / -3.1
HOMO-LUMO gap (alpha / beta) (eV): 9.09 / 10.27
Spin multiplicity: 5

Structure (XYZ):
```
36
Properties=species:S:1:pos:R:3:mulliken_spin:R:1
Cr -0.90034 -0.24944 -1.03398 4.05
F -2.38947 -1.75561 -1.31454 0.01
C -3.45935 1.98094 1.70926 0.00
C -2.13898 1.37829 1.03971 0.00
C -1.84611 0.02917 1.70569 -0.03
O -0.72077 -0.60599 1.08639 0.01
C 0.16508 -1.21301 1.93993 0.00
N -2.28474 1.27874 -0.43777 -0.05
H -4.39734 1.46595 1.50173 0.00
H -3.63713 2.99968 1.36477 0.00
H -3.29642 2.15139 2.77345 0.00
H -1.33359 2.09859 1.18334 0.00
H -2.58618 -0.75472 1.54470 0.00
H -1.58776 -0.00477 2.76408 0.00
H 1.08040 -1.46765 1.40565 0.00
H -0.04459 -2.13830 2.47655 0.00
H 0.58746 -0.57077 2.71273 0.00
H -3.25997 1.29320 -0.70009 0.02
H -2.11322 2.17400 -0.87273 0.01
C 3.36342 1.19472 -1.11556 0.00
C 2.03042 0.42242 -1.43762 -0.05
C 2.14797 -1.05147 -1.18673 -0.01
O 0.82214 -1.65167 -1.39661 -0.04
C 0.99664 -2.93733 -1.76101 0.00
N 0.97863 0.96180 -0.59376 0.00
H 4.23046 0.73960 -1.59432 0.00
H 3.70944 1.10064 -0.08623 0.00
H 3.39897 2.25413 -1.36950 0.00
H 1.73753 0.60126 -2.47219 0.03
H 2.45902 -1.18686 -0.15086 0.00
H 2.99703 -1.47534 -1.72295 0.00
H 1.00658 -3.06069 -2.84396 0.00
H 0.11397 -3.48165 -1.42529 0.00
H 1.83229 -3.43741 -1.27140 0.00
H 1.38413 0.95928 0.33126 0.00
H 0.95436 1.95899 -0.75222 0.02
```